Entry 1:
Below is a cluster of 2 separate species, C15H21F3N3 in total in a non-equilibrium geometry, with properties calculated with ωB97M-V/def2-TZVPD.

```
42
Properties=species:S:1:pos:R:3:nbo_charge:R:1
C -1.77 0.05 3.03 -0.411
C -1.87 1.49 2.50 -0.411
C -1.84 1.41 0.97 -0.209
N -1.98 -0.01 0.70 -0.319
N -2.04 -0.50 -0.51 -0.284
C -3.01 -0.39 -1.34 -0.078
C -1.64 -0.87 1.81 -0.191
H -0.90 -0.08 3.68 0.214
H -2.68 -0.22 3.57 0.225
H -2.81 1.94 2.82 0.225
H -1.03 2.10 2.85 0.213
H -2.65 1.98 0.49 0.209
H -0.88 1.80 0.57 0.147
H -2.88 -0.81 -2.35 0.191
H -3.98 0.05 -1.05 0.168
H -0.60 -1.27 1.71 0.131
H -2.31 -1.74 1.85 0.206
C 2.26 0.84 -0.72 -0.429
N 2.01 -0.61 -0.68 -0.261
C 2.51 -1.34 0.48 -0.431
C 1.61 -1.22 -1.77 0.304
C 1.27 -2.62 -1.85 -0.192
C 0.51 -3.28 -0.85 -0.086
C 0.30 -4.65 -0.93 -0.190
C 0.81 -5.37 -2.01 -0.085
C 0.61 -6.85 -2.06 0.970
F 0.54 -7.32 -3.34 -0.313
F 1.66 -7.51 -1.45 -0.315
F -0.53 -7.25 -1.42 -0.313
C 1.52 -4.74 -3.02 -0.172
C 1.73 -3.37 -2.97 -0.141
H 2.63 1.14 0.26 0.235
H 3.00 1.07 -1.49 0.235
H 1.34 1.39 -0.96 0.244
H 3.14 -0.64 1.04 0.233
H 1.70 -1.68 1.15 0.238
H 3.09 -2.22 0.18 0.244
H 1.65 -0.61 -2.69 0.229
H 0.09 -2.71 -0.01 0.227
H -0.26 -5.16 -0.14 0.254
H 1.90 -5.32 -3.86 0.256
H 2.27 -2.85 -3.76 0.233
```

**Strongest force on any atom**: 0.093 Eh/bohr
**E_tot**: -1047.7185 Ha
**HOMO-LUMO gap**: 5.278 eV
**Net charge**: +1
**Highest occupied orbital energy**: -10.1 eV



Entry 2:
Below is a structure of composition C15H21F4GaIO13 in a non-equilibrium geometry, with properties calculated with ωB97M-V/def2-TZVPD.

```
55
Properties=species:S:1:pos:R:3:nbo_charge:R:1
O 3.44 -0.47 2.42 -0.748
C 2.98 0.55 1.49 -0.069
C 2.05 1.55 2.18 -0.433
C 0.95 0.83 2.98 -0.879
Ga -0.51 0.11 1.70 0.718
I -1.24 1.92 -0.05 -0.461
H 3.66 -1.21 1.84 0.455
H 3.88 1.03 1.07 0.142
H 2.38 0.03 0.73 0.184
H 1.56 2.11 1.36 0.215
H 2.63 2.30 2.76 0.167
H 1.30 -0.05 3.53 0.202
H 0.51 1.55 3.69 0.201
H 0.17 -1.16 0.99 -0.350
H -1.70 -0.45 2.61 -0.317
C -1.88 -0.24 -5.43 -0.128
C -0.80 -1.01 -4.72 0.445
O -0.37 -0.11 -3.73 -0.485
C -1.45 0.68 -3.41 0.955
O -1.53 1.35 -2.45 -0.522
O -2.42 0.56 -4.38 -0.500
F 0.24 -1.28 -5.55 -0.335
H -1.48 0.41 -6.21 0.192
H -2.65 -0.88 -5.86 0.200
H -1.13 -1.94 -4.25 0.149
C 1.91 -0.22 7.50 -0.127
C 1.50 -1.68 7.55 0.441
O 0.12 -1.62 7.32 -0.503
C -0.11 -0.50 6.55 0.959
O -1.09 -0.28 5.95 -0.514
O 0.98 0.32 6.57 -0.469
F 1.73 -2.22 8.78 -0.341
H 1.79 0.27 8.47 0.190
H 2.93 -0.08 7.16 0.208
H 1.97 -2.30 6.79 0.156
C -1.14 -4.97 -2.25 -0.127
C -0.05 -5.22 -1.24 0.444
O 0.04 -4.00 -0.55 -0.484
C -1.21 -3.42 -0.61 0.949
O -1.56 -2.53 0.07 -0.471
O -1.98 -4.04 -1.56 -0.503
F 1.14 -5.48 -1.85 -0.336
H -0.75 -4.50 -3.16 0.188
H -1.69 -5.87 -2.52 0.196
H -0.27 -6.02 -0.53 0.146
C -2.22 4.61 -4.40 -0.129
C -0.83 4.59 -4.98 0.443
O -0.11 5.41 -4.09 -0.501
C -0.74 5.29 -2.87 0.963
O -0.26 5.62 -1.84 -0.525
O -1.97 4.74 -3.01 -0.465
F -0.79 5.15 -6.22 -0.340
H -2.80 5.47 -4.75 0.192
H -2.78 3.70 -4.61 0.210
H -0.37 3.60 -5.02 0.151
```

**Strongest force on any atom**: 0.066 Eh/bohr
**E_tot**: -4184.2625 Ha
**HOMO-LUMO gap**: 5.588 eV
**Net charge**: -1
**Highest occupied orbital energy**: -3.5 eV



Entry 3:
Below is an isolated molecule of C15H21N3O2S in a non-equilibrium geometry, with properties calculated with ωB97M-V/def2-TZVPD.

```
42
Properties=species:S:1:pos:R:3:nbo_charge:R:1
C -2.50 -3.22 3.01 -0.631
C -1.88 -2.51 1.85 0.034
C -0.55 -2.70 1.52 -0.251
C 0.05 -2.07 0.43 0.167
C -0.73 -1.20 -0.34 -0.401
C -2.09 -1.01 -0.05 0.043
C -2.64 -1.67 1.05 -0.234
H -3.68 -1.52 1.27 0.207
C -3.00 -0.14 -0.86 -0.671
H -3.99 -0.58 -0.89 0.229
H -2.64 -0.02 -1.87 0.262
H -3.10 0.85 -0.39 0.208
S -0.04 -0.28 -1.71 2.299
O 1.35 -0.53 -1.95 -0.948
O -0.88 -0.40 -2.88 -0.956
N -0.15 1.31 -1.12 -0.856
H -1.07 1.44 -0.72 0.395
C 0.16 2.33 -2.11 -0.239
C 1.67 2.49 -2.26 -0.426
H 1.87 3.15 -3.11 0.215
H 2.10 1.51 -2.46 0.243
C 2.33 3.08 -1.01 -0.200
N 2.20 2.22 0.13 -0.346
C 2.82 1.03 0.31 0.181
N 2.43 0.44 1.41 -0.483
C 1.50 1.26 1.96 -0.100
C 1.34 2.36 1.18 -0.095
H 0.72 3.23 1.29 0.210
H 1.02 1.00 2.88 0.206
H 3.55 0.64 -0.37 0.202
H 3.39 3.25 -1.21 0.211
H 1.87 4.04 -0.76 0.203
H -0.29 3.27 -1.79 0.201
H -0.27 2.04 -3.08 0.211
C 1.49 -2.34 0.19 -0.687
H 1.72 -2.35 -0.87 0.243
H 1.78 -3.28 0.64 0.207
H 2.08 -1.54 0.64 0.276
H 0.05 -3.36 2.13 0.210
H -2.91 -4.17 2.69 0.226
H -1.76 -3.42 3.78 0.221
H -3.31 -2.63 3.44 0.218
```

**Strongest force on any atom**: 0.023 Eh/bohr
**E_tot**: -1297.1017 Ha
**HOMO-LUMO gap**: 9.155 eV
**SMILES string**: Cc1cc(C)c(S(=O)(=O)NCCCn2ccnc2)c(C)c1
**Highest occupied orbital energy**: -8.5 eV



Entry 4:
Below is an isolated molecule of C15H21N3O4S2 in a non-equilibrium geometry, with properties calculated with ωB97M-V/def2-TZVPD.

```
45
Properties=species:S:1:pos:R:3:nbo_charge:R:1
C -1.63 -2.32 6.07 -0.739
H -2.31 -1.51 6.32 0.211
H -2.05 -2.94 5.29 0.218
H -1.43 -2.91 6.96 0.232
S -0.04 -1.66 5.52 0.182
C -0.52 -0.99 3.89 -0.537
C -1.35 0.28 4.02 -0.414
H -2.32 0.05 4.45 0.237
H -0.84 0.99 4.67 0.212
C -1.59 0.93 2.65 -0.134
N -0.33 1.27 2.03 -0.591
C -0.20 1.39 0.68 0.162
C 0.86 2.09 0.09 -0.244
C 0.99 2.14 -1.28 -0.193
C 0.08 1.48 -2.08 -0.368
C -0.98 0.77 -1.53 -0.228
C -1.12 0.72 -0.15 0.167
N -2.14 0.00 0.45 -0.611
C -2.43 -0.01 1.78 0.681
O -3.33 -0.69 2.23 -0.596
H -2.74 -0.56 -0.15 0.417
H -1.68 0.28 -2.18 0.240
S 0.26 1.50 -3.86 2.340
O 0.97 2.69 -4.22 -0.939
O -1.03 1.23 -4.44 -0.943
N 1.24 0.22 -4.29 -0.675
C 2.65 0.31 -4.01 -0.260
H 2.91 1.36 -3.95 0.238
C 3.00 -0.43 -2.71 -0.088
H 4.08 -0.51 -2.59 0.199
O 2.52 -1.76 -2.73 -0.524
C 1.12 -1.80 -2.90 -0.087
H 0.85 -2.85 -2.91 0.199
C 0.70 -1.12 -4.20 -0.260
H -0.38 -1.04 -4.29 0.237
H 1.09 -1.69 -5.05 0.206
H 0.63 -1.30 -2.04 0.165
H 2.58 0.10 -1.85 0.168
H 3.19 -0.15 -4.84 0.205
H 1.78 2.70 -1.75 0.242
H 1.56 2.61 0.73 0.217
H 0.27 1.85 2.60 0.396
H -2.22 1.83 2.80 0.207
H -1.07 -1.77 3.36 0.222
H 0.42 -0.79 3.38 0.230
```

**Strongest force on any atom**: 0.021 Eh/bohr
**E_tot**: -1845.8003 Ha
**HOMO-LUMO gap**: 8.721 eV
**SMILES string**: CSCC[C@H]1Nc2ccc(S(=O)(=O)N3CCOCC3)cc2NC1=O
**Highest occupied orbital energy**: -8.3 eV



Entry 5:
Below is an isolated molecule of C15H21NO4S, with properties calculated with ωB97M-V/def2-TZVPD.

```
42
Properties=species:S:1:pos:R:3:nbo_charge:R:1
C -0.09 -1.21 2.14 -0.256
H 0.86 -1.75 2.12 0.203
O 0.09 -0.10 1.29 -0.519
C -0.93 0.79 1.16 0.438
C -2.17 0.63 1.76 -0.347
C -3.19 1.55 1.55 -0.125
C -2.99 2.64 0.71 -0.291
C -1.76 2.80 0.11 -0.104
C -0.72 1.91 0.33 -0.265
C 0.56 2.20 -0.37 0.796
O 0.64 2.84 -1.38 -0.591
O 1.62 1.70 0.29 -0.510
C 2.89 1.80 -0.34 -0.179
H 3.60 2.20 0.40 0.215
H 2.84 2.49 -1.19 0.241
C 3.41 0.45 -0.83 0.654
O 4.44 0.37 -1.47 -0.629
N 2.65 -0.59 -0.47 -0.628
H 1.81 -0.41 0.06 0.426
C 2.90 -1.94 -0.92 -0.222
H 3.91 -1.95 -1.34 0.235
H 2.86 -2.62 -0.06 0.184
C 1.89 -2.40 -1.99 -0.221
C 0.48 -2.48 -1.42 -0.612
H 0.14 -1.51 -1.07 0.207
H -0.22 -2.82 -2.19 0.214
H 0.44 -3.18 -0.59 0.194
C 2.32 -3.75 -2.55 -0.604
H 1.63 -4.08 -3.32 0.211
H 2.34 -4.50 -1.76 0.199
H 3.32 -3.69 -2.98 0.213
H 1.91 -1.66 -2.80 0.205
H -1.58 3.64 -0.55 0.238
H -3.77 3.36 0.53 0.220
S -4.70 1.22 2.40 0.274
C -5.80 2.57 1.91 -0.742
H -6.73 2.39 2.43 0.240
H -5.95 2.55 0.84 0.223
H -5.38 3.52 2.23 0.223
H -2.37 -0.21 2.40 0.225
H -0.30 -0.90 3.16 0.187
H -0.88 -1.87 1.78 0.184
```

**Strongest force on any atom**: 0.015 Eh/bohr
**E_tot**: -1338.1113 Ha
**HOMO-LUMO gap**: 8.918 eV
**SMILES string**: COc1cc(SC)ccc1C(=O)OCC(=O)NCC(C)C
**Highest occupied orbital energy**: -8.5 eV